110
Properties=species:S:1:pos:R:3:forces:R:3:mulliken_charge:R:1 method="wB97M-V/def2-TZVPD" homo_lumo_gap_ev=6.98 de_lowest_kcal_mol=0.00 mol_weight_g_mol=833.8 total_charge=-1
C 4.576523 1.824772 3.025363 0.12 -0.12 -0.62 -1.514
C 3.828589 0.902722 2.053321 0.72 0.73 0.31 0.322
C 3.911821 1.483199 0.652623 -0.10 -0.32 -0.32 -1.022
C 3.190506 0.652648 -0.432348 -0.16 0.67 0.13 -1.476
C 1.901351 0.005802 0.010536 0.49 -0.44 -0.03 0.927
C 1.727341 -1.363923 0.015748 -0.69 0.00 -0.36 1.184
P 3.048912 -2.518688 -0.458882 1.17 0.52 1.11 0.865
O 4.058297 -2.660852 0.632618 0.11 -0.18 0.07 -0.854
C 0.482104 -1.944704 0.418476 0.02 0.86 -0.20 -0.340
C 0.337058 -3.451880 0.362579 -0.14 -0.63 0.28 -0.731
O -0.013299 -3.951400 -0.722328 -0.08 0.26 -0.33 -0.725
O 0.616526 -4.025770 1.430572 0.03 0.07 0.23 -0.728
C -0.562614 -1.139154 0.827409 0.26 -0.92 0.10 1.127
C -1.869840 -1.788033 1.207503 -0.48 0.69 0.07 -1.905
C -2.400028 -1.497856 2.623626 0.14 -0.63 -0.04 0.108
C -1.294017 -1.372628 3.671517 -0.98 0.70 -0.01 0.251
C -1.832571 -1.423867 5.078392 0.26 0.12 -0.43 0.081
O -1.229391 -1.875769 5.999119 0.34 -0.55 0.80 -0.612
O -3.073717 -0.877771 5.253908 -0.24 -0.22 -0.74 -0.238
C -4.055873 -1.777374 5.762259 -0.51 0.23 0.77 -0.384
C -5.309343 -1.752482 4.927466 -0.17 0.00 -0.42 -0.982
C -0.384686 0.260597 0.858048 -0.39 0.03 0.04 -0.367
N -1.423873 1.055489 1.255148 0.30 -0.03 -0.01 0.711
C -1.227528 2.345939 1.244088 -0.23 -0.25 -0.24 0.634
C -2.372464 3.231218 1.681246 0.03 -0.63 0.55 -1.977
C -3.746070 2.548425 1.636640 -0.36 1.06 -0.64 -0.551
O -4.680874 3.365289 0.896688 0.37 -0.34 0.25 -0.296
C -4.331480 2.475893 3.027539 0.12 -0.34 0.03 0.547
F -4.562699 3.708022 3.516171 -0.08 0.09 0.09 -0.300
F -5.495435 1.811127 3.053199 -0.13 -0.02 0.01 -0.309
F -3.490642 1.865243 3.870885 -0.07 -0.06 0.00 -0.219
C -0.002088 2.914066 0.814957 0.09 0.69 0.04 -0.129
C 0.167990 4.411305 0.769905 0.70 -0.23 -0.35 -1.142
C -0.085053 5.028113 -0.626064 -0.31 -0.11 0.81 -1.033
C -1.269579 4.457849 -1.369983 0.02 0.04 -0.78 0.369
O -0.939440 3.242131 -2.023604 0.15 0.13 0.21 -0.432
C -2.006026 2.329110 -2.050381 -0.47 -0.33 0.15 -0.187
N 1.012079 2.191425 0.421727 -0.57 -0.49 0.25 -0.111
C 0.831309 0.842806 0.449134 0.58 -0.20 -0.39 -0.374
H 4.690806 1.387495 4.011871 -0.13 0.08 0.20 0.404
H 4.117574 2.809876 3.068881 -0.21 0.08 0.26 0.335
H 5.571843 1.987929 2.610996 0.23 0.01 0.14 0.335
H 2.801271 0.784809 2.383002 -0.15 -0.26 -0.03 0.086
H 4.358902 -0.045349 2.061329 -0.38 -0.44 -0.02 0.241
H 3.551370 2.506303 0.610562 -0.20 0.14 0.24 0.257
H 4.967294 1.529953 0.379964 0.15 0.01 -0.06 0.635
H 3.896903 -0.057506 -0.832247 -0.03 -0.42 -0.02 0.384
H 2.943511 1.326389 -1.253518 0.02 0.05 -0.13 0.325
H 2.471787 -3.727602 -0.866435 -0.26 0.23 -0.21 0.148
H 3.699508 -1.960090 -1.563072 -0.51 -0.12 -0.38 -0.057
H -2.621216 -1.435071 0.496609 -0.15 -0.05 -0.05 0.273
H -1.823290 -2.861758 1.088492 0.35 -0.16 -0.17 0.549
H -3.019021 -2.349672 2.908490 -0.14 -0.14 -0.04 0.619
H -3.065949 -0.645686 2.633327 0.09 0.36 0.10 -0.164
H -0.864887 -0.375570 3.567344 0.44 0.00 -0.05 0.064
H -0.540102 -2.140661 3.552479 0.28 -0.02 0.02 0.229
H -3.685318 -2.795860 5.852452 0.35 -0.02 -0.11 0.370
H -4.318798 -1.455175 6.769795 0.11 0.02 0.18 0.344
H -5.711545 -0.749085 4.812178 0.06 0.16 0.08 0.166
H -5.152502 -2.156386 3.931594 0.15 -0.02 -0.15 0.258
H -6.075378 -2.366933 5.394755 -0.07 -0.08 0.18 0.409
H -2.427687 4.150013 1.118506 -0.01 0.15 -0.14 1.062
H -2.165307 3.541022 2.705397 0.04 0.11 0.14 0.512
H -3.723247 1.576396 1.157202 0.27 -0.36 0.39 0.469
H -4.239388 3.569590 0.066000 -0.07 0.03 -0.17 0.239
H 1.214976 4.585354 1.009952 0.10 0.11 0.11 0.428
H -0.403974 4.908350 1.545720 -0.28 0.06 0.03 0.441
H -0.272059 6.088154 -0.463846 0.08 0.22 -0.18 0.446
H 0.809978 4.927688 -1.229046 0.08 -0.08 -0.22 0.450
H -1.585687 5.176049 -2.133332 -0.09 0.08 -0.07 0.537
H -2.133147 4.307489 -0.725388 -0.04 0.02 0.15 -0.537
H -2.970159 2.811689 -2.234034 -0.05 0.17 -0.18 0.332
H -1.853097 1.591101 -2.828817 0.24 0.02 -0.22 0.307
H -2.093636 1.773477 -1.111457 0.09 0.04 0.11 -0.152
O 2.387843 -1.201293 -3.657754 0.07 -0.01 0.12 -0.551
C 2.668139 -2.194388 -4.261430 -0.02 0.15 -0.22 0.530
O 3.453946 -3.174442 -3.755908 -0.12 0.06 -0.10 -0.322
C 3.691174 -4.186853 -4.751288 -0.05 -0.12 -0.10 -0.140
C 2.549540 -4.046635 -5.746744 -0.10 0.13 -0.07 -0.549
C 2.259392 -2.548263 -5.681251 -0.09 -0.50 0.09 -0.571
H 4.663660 -3.999380 -5.204529 0.01 -0.01 -0.01 0.111
H 3.712617 -5.158922 -4.270881 0.08 0.07 0.15 0.251
H 2.803263 -4.411986 -6.740199 0.08 0.01 0.02 0.315
H 1.680407 -4.603272 -5.393841 0.01 0.00 0.02 0.313
H 2.881192 -1.976529 -6.372120 -0.03 0.07 0.01 0.268
H 1.211671 -2.313175 -5.844161 0.04 0.22 -0.01 0.336
O 5.898044 -6.356627 -5.374506 -0.11 0.04 0.06 -0.576
C 6.659093 -6.137137 -4.476921 0.24 -0.02 -0.18 0.559
O 6.438752 -5.194161 -3.532487 0.01 -0.13 -0.12 -0.260
C 7.578313 -5.086101 -2.660390 0.07 0.01 0.24 -0.480
C 8.303319 -6.419157 -2.785729 0.05 -0.08 -0.10 -0.497
C 7.999617 -6.806260 -4.231110 -0.04 -0.01 0.49 -0.526
H 8.188460 -4.244695 -2.995061 0.00 -0.01 -0.04 0.260
H 7.228291 -4.887596 -1.650946 -0.15 0.08 -0.06 0.345
H 9.364425 -6.352143 -2.553947 0.00 0.07 -0.02 0.329
H 7.855998 -7.147369 -2.108262 -0.01 0.02 0.02 0.275
H 8.726428 -6.388416 -4.929336 -0.03 -0.04 -0.07 0.261
H 7.922100 -7.879737 -4.376260 0.00 0.02 -0.22 0.303
O -5.743990 3.576365 -2.462224 0.18 0.10 -0.17 -0.605
C -6.180633 4.172888 -1.523834 -0.19 -0.36 0.26 0.596
O -5.611474 5.309240 -1.049912 0.06 0.03 -0.06 -0.392
C -6.274369 5.730218 0.156427 -0.11 0.22 0.37 -0.102
C -7.654021 5.086990 0.100074 -0.03 -0.11 -0.03 -0.620
C -7.363660 3.791362 -0.655096 -0.22 0.39 0.05 -0.321
H -5.689828 5.380948 1.010114 -0.10 0.00 -0.12 -0.013
H -6.313001 6.816880 0.174952 0.07 0.03 -0.18 0.423
H -8.096389 4.940780 1.083252 0.09 -0.02 0.04 0.333
H -8.331311 5.711145 -0.485390 0.00 0.02 0.00 0.303
H -7.052761 2.988542 0.015343 0.03 0.02 -0.10 0.068
H -8.196350 3.461416 -1.269175 0.07 -0.16 -0.06 0.416